148
Properties=species:S:1:pos:R:3:forces:R:3:lowdin_charge:R:1 method="wB97M-V/def2-TZVPD" smiles="CCOCCOc1c(S)c(I)c(P(C)CC)c2c1C(=O)C=C(CCCCCOC)C2=O.COP(=O)(OC)OC.COP(=O)(OC)OC.COP(=O)(OC)OC.COP(=O)(OC)OC.COP(=O)(OC)OC" homo_energy_ev=-7.968 total_charge=0 e_lumo_ev=-0.95 homo_lumo_gap_ev=7.02
C 4.951 -1.171 0.553 -0.05 -0.55 -0.10 -0.0677
C 5.464 -2.023 -0.680 -0.19 -0.01 1.84 -0.2770
O 5.375 -1.297 -1.902 0.24 -0.58 -0.36 -0.1663
C 5.886 -2.083 -3.003 0.82 -0.70 0.67 -0.1742
C 6.890 -1.284 -3.891 -0.01 -1.69 0.42 -0.1563
O 6.290 -0.345 -4.795 -0.24 0.78 0.90 -0.0710
C 5.758 0.742 -4.148 -0.34 2.20 1.58 -0.2274
C 6.643 1.758 -3.574 -1.13 1.19 0.24 -0.4951
S 8.450 1.578 -3.784 -0.58 -0.16 -0.29 0.7079
C 6.089 2.915 -2.833 -0.81 -1.36 -0.82 -0.6084
I 7.547 4.232 -2.001 -0.57 -0.39 -0.21 0.9913
C 4.662 3.169 -2.650 0.73 -2.00 -1.78 -0.3431
P 3.791 4.567 -1.795 -0.81 0.42 0.36 0.9753
C 2.602 5.224 -3.142 0.04 -0.52 0.30 -0.2396
C 4.788 6.104 -1.435 0.63 0.96 0.29 -0.5134
C 5.330 6.198 0.058 -0.03 1.03 -0.58 -0.2074
C 3.781 2.122 -3.235 1.61 -0.53 -0.74 -0.0617
C 4.335 0.973 -3.974 0.40 0.21 0.33 0.0234
C 3.376 -0.069 -4.614 -1.51 0.66 -0.48 -0.2736
O 3.677 -1.195 -4.927 0.37 0.38 0.25 0.1040
C 1.925 0.391 -4.928 0.66 1.21 0.87 0.0566
C 1.384 1.419 -4.224 0.80 -0.14 -1.08 -0.1197
C -0.090 1.815 -4.528 0.01 -0.83 0.04 -0.1146
C -1.004 0.507 -4.349 -0.04 0.65 0.69 -0.1740
C -2.314 0.785 -3.510 -0.82 -1.64 -0.29 -0.1817
C -2.338 0.011 -2.115 0.14 0.74 0.67 -0.1480
C -2.558 1.076 -0.983 0.28 -0.29 -0.75 -0.2556
O -2.160 0.633 0.320 -0.12 0.96 0.00 -0.2025
C -1.954 1.843 1.094 -0.46 0.18 -0.74 -0.1015
C 2.244 2.115 -3.122 -1.03 -0.55 -0.46 -0.2910
O 1.608 2.573 -2.193 0.80 0.20 -0.22 0.0480
H 5.521 -1.413 1.490 -0.39 -0.01 -0.97 0.0544
H 5.059 -0.073 0.394 -0.29 -0.84 -0.11 0.0741
H 3.892 -1.486 0.753 0.84 0.81 -0.18 0.0749
H 4.824 -2.953 -0.683 0.67 0.72 -0.38 0.1231
H 6.521 -2.340 -0.443 -0.77 0.30 -0.61 0.1210
H 6.498 -2.900 -2.514 -0.30 0.66 -0.76 0.1233
H 5.082 -2.612 -3.569 0.47 0.82 0.30 0.1246
H 7.425 -2.041 -4.528 -0.60 0.83 0.39 0.1445
H 7.666 -0.858 -3.208 -0.70 0.14 -0.59 0.0973
H 8.915 2.821 -4.166 -0.94 -0.65 0.30 -0.1400
H 2.683 4.581 -4.058 -0.15 0.83 0.69 0.0506
H 1.585 5.107 -2.694 0.91 0.14 -0.68 -0.0060
H 2.775 6.304 -3.354 0.05 -0.90 0.00 0.0434
H 4.058 6.962 -1.507 0.29 -1.13 -0.12 0.0708
H 5.579 6.362 -2.187 -0.62 -0.30 0.76 0.0274
H 5.407 7.300 0.284 0.02 -1.03 -0.12 0.0693
H 6.355 5.786 0.182 -0.91 0.01 -0.01 -0.0025
H 4.613 5.782 0.802 0.58 0.03 -0.67 0.0608
H 1.307 -0.108 -5.714 0.95 0.06 0.82 0.1367
H -0.203 2.114 -5.606 0.47 -0.08 1.00 0.1226
H -0.469 2.668 -3.919 0.48 -0.80 -0.23 0.0824
H -0.422 -0.261 -3.773 -0.46 0.68 -0.74 0.1012
H -1.230 0.085 -5.365 0.11 0.38 1.02 0.1100
H -2.549 1.866 -3.358 0.41 -0.74 -0.17 0.1008
H -3.185 0.353 -4.081 0.77 0.65 0.40 0.1076
H -1.372 -0.510 -1.895 -0.67 0.49 -0.32 0.1111
H -3.142 -0.765 -2.073 0.59 0.66 -0.14 0.1075
H -1.916 1.964 -1.250 -0.63 -0.69 0.14 0.0948
H -3.639 1.389 -0.973 0.86 -0.06 0.04 0.1386
H -2.735 2.573 0.733 0.66 -0.40 0.87 0.0795
H -0.960 2.283 0.823 -0.60 -0.36 0.43 0.0902
H -2.050 1.658 2.189 0.14 -0.04 -0.95 0.0916
C -0.337 6.493 0.829 0.36 -0.07 0.11 -0.0926
O -1.749 6.653 0.728 -0.20 -0.17 -0.27 -0.2029
P -2.509 6.402 -0.655 -0.30 0.24 -0.01 0.3909
O -3.553 5.369 -0.589 0.49 0.19 0.10 -0.2305
O -1.380 6.166 -1.747 -0.43 0.44 0.30 -0.2040
C -0.947 4.830 -1.997 0.27 -0.47 -0.11 -0.0990
O -3.034 7.851 -1.042 0.40 -0.43 -0.29 -0.2046
C -4.194 8.324 -0.358 -0.41 0.15 0.22 -0.0883
H -0.076 5.434 0.770 0.07 0.05 -0.03 0.0858
H 0.181 7.053 0.050 -0.02 -0.07 -0.01 0.0909
H -0.017 6.873 1.798 -0.20 0.00 0.00 0.0919
H -1.609 4.091 -1.545 -0.06 0.12 -0.01 0.0655
H 0.059 4.700 -1.600 -0.10 -0.05 0.07 0.0603
H -0.920 4.670 -3.075 -0.05 0.13 0.03 0.0887
H -3.948 8.565 0.678 -0.02 -0.04 -0.02 0.0923
H -4.992 7.580 -0.386 0.07 -0.01 0.03 0.0817
H -4.542 9.224 -0.860 0.18 -0.05 -0.07 0.0902
C 6.659 -4.389 6.893 0.12 -0.01 0.32 -0.1002
O 6.462 -4.532 5.492 -0.15 0.24 -0.16 -0.2067
P 5.382 -3.644 4.714 -0.13 -0.13 -0.44 0.3748
O 5.941 -2.833 3.627 0.08 -0.20 0.36 -0.2290
O 4.581 -2.840 5.828 0.07 -0.54 -0.33 -0.2183
C 5.042 -1.544 6.207 0.09 0.47 0.24 -0.0951
O 4.302 -4.715 4.256 -0.05 0.51 0.44 -0.2119
C 4.626 -5.519 3.121 0.07 -0.31 -0.45 -0.0893
H 7.151 -3.437 7.105 -0.04 -0.03 0.07 0.0865
H 5.714 -4.453 7.434 0.03 0.06 -0.02 0.0909
H 7.307 -5.195 7.233 0.00 0.00 -0.19 0.0904
H 5.793 -1.157 5.517 -0.07 -0.10 -0.07 0.0869
H 5.467 -1.596 7.210 -0.03 -0.04 -0.02 0.0838
H 4.191 -0.865 6.222 -0.01 -0.11 -0.05 0.0924
H 5.400 -6.243 3.382 0.00 0.04 -0.01 0.0912
H 4.963 -4.898 2.290 0.04 0.03 0.10 0.0817
H 3.729 -6.054 2.812 -0.03 0.07 0.19 0.0868
C -7.438 2.975 3.433 0.17 -0.30 0.06 -0.1005
O -8.377 4.033 3.277 -0.02 0.22 -0.20 -0.2101
P -8.050 5.294 2.348 -0.06 0.23 -0.20 0.3686
O -9.015 5.507 1.261 0.12 -0.20 0.37 -0.2320
O -6.536 5.138 1.902 -0.53 0.27 0.56 -0.2182
C -6.241 4.449 0.682 0.21 -0.22 -0.62 -0.0879
O -7.952 6.492 3.392 0.40 -0.21 -0.32 -0.2133
C -9.178 7.026 3.881 -0.38 0.18 0.12 -0.1056
H -7.371 2.397 2.509 0.08 0.00 0.05 0.0873
H -6.455 3.357 3.710 -0.02 -0.01 -0.08 0.0908
H -7.790 2.318 4.227 -0.14 0.13 -0.04 0.0886
H -7.132 4.285 0.074 -0.08 0.08 0.16 0.0892
H -5.785 3.485 0.918 0.01 0.05 0.05 0.0839
H -5.526 5.040 0.112 -0.07 -0.08 0.20 0.0474
H -9.651 6.318 4.564 -0.01 0.01 -0.03 0.0885
H -9.856 7.256 3.057 0.03 -0.09 0.01 0.0844
H -8.960 7.947 4.418 0.17 -0.10 -0.03 0.0865
C -4.925 -4.826 -3.438 0.24 -0.26 0.02 -0.0991
O -5.691 -3.670 -3.757 -0.17 0.16 0.23 -0.2106
P -6.857 -3.158 -2.787 -0.26 0.34 -0.09 0.3696
O -6.679 -1.783 -2.304 0.19 -0.37 -0.20 -0.2324
O -7.016 -4.266 -1.659 -0.16 0.19 -0.60 -0.2182
C -6.263 -4.133 -0.454 0.26 -0.06 0.47 -0.0942
O -8.169 -3.393 -3.654 0.19 -0.28 0.55 -0.2098
C -8.447 -2.441 -4.678 -0.11 0.35 -0.32 -0.1001
H -4.261 -4.614 -2.597 -0.02 -0.08 -0.01 0.0866
H -5.570 -5.674 -3.204 0.02 0.05 0.05 0.0916
H -4.315 -5.083 -4.302 -0.08 0.17 -0.03 0.0904
H -5.810 -3.146 -0.358 -0.10 0.01 -0.09 0.0857
H -5.480 -4.892 -0.437 -0.04 0.00 -0.03 0.0844
H -6.930 -4.300 0.391 -0.04 0.01 -0.11 0.0918
H -7.743 -2.560 -5.504 0.00 0.02 0.03 0.0890
H -8.392 -1.424 -4.287 0.07 -0.06 0.02 0.0856
H -9.457 -2.618 -5.043 0.06 -0.16 0.11 0.0883
C 1.908 -10.078 5.840 0.12 -0.01 0.33 -0.0994
O 1.701 -10.226 4.441 -0.14 0.24 -0.17 -0.2084
P 0.622 -9.334 3.667 -0.10 -0.05 -0.40 0.3706
O 1.177 -8.529 2.572 0.08 -0.23 0.38 -0.2330
O -0.166 -8.522 4.783 0.05 -0.56 -0.34 -0.2177
C 0.306 -7.226 5.154 0.10 0.47 0.23 -0.0908
O -0.466 -10.403 3.219 -0.05 0.50 0.41 -0.2095
C -0.152 -11.211 2.087 0.09 -0.25 -0.40 -0.1001
H 2.407 -9.128 6.045 -0.04 -0.03 0.07 0.0856
H 0.966 -10.135 6.387 0.03 0.06 -0.02 0.0917
H 2.553 -10.886 6.180 -0.01 0.00 -0.19 0.0905
H 1.054 -6.846 4.458 -0.07 -0.09 -0.06 0.0812
H 0.738 -7.278 6.155 -0.03 -0.04 -0.03 0.0847
H -0.541 -6.542 5.173 -0.01 -0.11 -0.05 0.0931
H 0.621 -11.937 2.345 0.00 0.03 -0.02 0.0895
H 0.182 -10.594 1.252 0.04 0.01 0.09 0.0851
H -1.053 -11.743 1.787 -0.03 0.08 0.19 0.0884